(1)
A structure of composition C30H23N5O3RuS, computed with wB97M-V/def2-TZVPD.

Properties
**Energy relative to the best compared isomer or geometry (same formula, charge and spin)**: 0.0 kJ/mol
**Calculated total energy**: -58495.27600 eV
**HOMO level**: -7.25 eV

Atoms and positions in Å:
Ru -0.3839 -0.9672 -0.2247
O -3.5092 -2.2822 -2.4661
C -2.6955 -1.9719 -1.5981
N -1.3699 -1.9075 -1.6877
C -0.7140 -1.9993 -2.9682
C 0.4748 -1.0636 -2.9876
C 1.0430 -0.6392 -4.1788
C 2.1603 0.1757 -4.1536
C 2.7028 0.5334 -2.9297
C 2.0905 0.0772 -1.7816
N 0.9917 -0.6844 -1.7989
C -3.1594 -1.6018 -0.1958
C -4.4988 -1.6758 0.1325
C -4.8995 -1.3191 1.4085
C -3.9401 -0.9077 2.3201
C -2.6187 -0.8487 1.9213
N -2.2320 -1.1825 0.6904
H -1.4039 -1.7642 -3.7814
H -0.3364 -3.0160 -3.1447
H 0.5926 -0.9425 -5.1146
H 2.6094 0.5161 -5.0777
H 3.5868 1.1513 -2.8573
H 2.4911 0.3099 -0.8048
H -5.1856 -2.0056 -0.6348
H -5.9448 -1.3515 1.6877
H -4.2054 -0.6275 3.3300
H -1.8415 -0.5358 2.6053
C -1.0947 -4.4839 0.4738
O -0.8682 -3.4537 1.4288
C 0.5030 -1.8827 2.4896
C 0.6125 -2.5964 3.6740
C 1.0370 -1.9587 4.8315
C 1.3627 -0.6077 4.8023
C 1.2444 0.1127 3.6237
C 0.8014 -0.5302 2.4806
N 0.5458 0.1357 1.2334
N 1.0310 1.2825 1.1284
C 0.6506 2.0917 0.0793
C -0.4845 1.8740 -0.7279
O -1.2054 0.8025 -0.7542
C -0.9110 2.9557 -1.5814
C -0.1671 4.0684 -1.7370
C 1.0878 4.2325 -1.0648
C 1.9227 5.3358 -1.3234
C 3.1337 5.4639 -0.6938
C 3.5295 4.4924 0.2406
C 2.7210 3.4192 0.5221
C 1.4832 3.2555 -0.1364
H -1.9866 -5.0044 0.8142
H -0.2448 -5.1680 0.4426
H -1.2562 -4.0701 -0.5215
H 0.3697 -3.6509 3.6791
H 1.1231 -2.5194 5.7534
H 1.6952 -0.1114 5.7047
H 1.4798 1.1673 3.5776
H -1.8418 2.8097 -2.1146
H -0.5044 4.8535 -2.4050
H 1.5928 6.0808 -2.0386
H 3.7730 6.3115 -0.9039
H 4.4888 4.5839 0.7348
H 3.0248 2.6802 1.2511
S 1.4120 -2.8885 0.1392
C 0.1348 -2.5526 1.1884

Cartesian forces (eV/Å) of the 6 atoms listed first:
Ru 1.745 -1.193 0.513
O -0.027 -0.012 0.014
C 0.070 0.046 0.080
N -0.156 0.087 -0.302
C -0.022 0.062 0.139
C 0.008 -0.098 0.091


(2)
A cluster of 2 separate species, CH4BrP in total, computed with wB97M-V/def2-TZVPD.

Properties
**Energy relative to the best compared isomer or geometry (same formula, charge and spin)**: 178.5 kJ/mol
**Calculated total energy**: -80431.43647 eV
**HOMO level**: -9.66 eV
**SMILES**: C=P.Br

Atoms and positions in Å:
C -0.7747 0.8500 0.6477
P -0.7680 -0.6412 -0.1987
Br 2.5781 -1.6107 -0.2146
H 0.0965 1.1525 1.2063
H -1.6081 1.5625 0.6711
H -2.0725 -0.3864 -0.6517
H 2.5487 -0.9267 -1.4600

Cartesian forces (eV/Å) of the 6 atoms listed first:
C 0.004 -1.319 -0.820
P -0.399 2.077 1.078
Br 0.295 -0.009 -0.044
H 0.207 0.040 0.141
H 0.307 -0.433 -0.095
H -0.393 -0.320 -0.339